14 unconnected molecules or ions with the total composition C19H66N18O19 in a non-equilibrium geometry. Source: the Open Molecules 2025 dataset; level of theory: wB97M-V/def2-TZVPD.

Computed properties:
E = -3178.81389 Eh
Frontier orbital gap = 7.7 eV
HOMO level = -0.29382 Eh
Energy relative to the best compared isomer or geometry (same formula, charge and spin) = 156.34 kcal/mol
2S+1 = 1
F_max = 7.8 eV/Å

Last column: Mulliken charge in e.
Atoms and positions in Å:
C1 -14.5264 5.7600 -11.9776  -1.7077
O1 -14.8366 6.7746 -12.5663  1.2206
N1 -14.4171 5.5040 -10.7105  1.0293
N2 -14.1980 4.7573 -12.7173  1.7197
H1 -14.6114 6.2626 -10.0725  -0.0636
H2 -13.9201 4.7079 -10.3373  -0.2190
H3 -14.2029 4.9773 -13.7031  -0.3785
H4 -13.8040 3.8820 -12.4033  -0.3570
C2 -13.4805 0.6326 -13.3220  0.5584
O2 -14.2567 -0.0595 -13.8895  -0.6848
N3 -12.3092 0.2213 -12.9506  -0.3625
N4 -13.7252 1.9072 -13.1082  -0.1889
H5 -12.0759 -0.6536 -12.5033  0.2696
H6 -11.6887 0.9076 -12.5455  0.1485
H7 -14.5187 2.4087 -13.4811  -0.0125
H8 -12.9360 2.2750 -12.5964  0.3675
C3 -19.1733 5.5086 -11.1098  0.6656
O3 -20.0644 6.1024 -11.6630  -0.7064
N5 -19.2777 4.5015 -10.2623  -0.1760
N6 -17.9135 5.5932 -11.4018  0.4340
H9 -20.1641 4.2199 -9.8685  0.2351
H10 -18.4412 4.2584 -9.7512  -0.0533
H11 -17.2830 5.0007 -10.8805  -0.1311
H12 -17.4943 6.2875 -12.0037  -0.2730
C4 -10.9721 3.9184 -12.2745  0.6303
O4 -11.8705 3.2350 -11.8267  -0.7789
N7 -11.0399 5.2115 -12.5766  0.1241
N8 -9.7382 3.4701 -12.3175  -0.3890
H13 -10.2243 5.7536 -12.8238  0.2093
H14 -11.9176 5.6940 -12.7066  -0.4703
H15 -9.5989 2.4945 -12.0964  0.2632
H16 -9.0112 4.1705 -12.3497  0.1589
C5 -15.2670 3.5536 -16.4683  0.5947
O5 -15.2023 4.4028 -15.6413  -0.4611
N9 -14.8626 2.3614 -16.1079  -0.2309
N10 -15.6464 3.7055 -17.6983  -0.4020
H17 -15.1653 1.6445 -16.7517  0.1505
H18 -14.5561 2.2382 -15.1535  -0.3243
H19 -16.0453 4.5937 -17.9666  0.2806
H20 -15.6361 2.9348 -18.3509  0.1526
C6 -12.7187 9.5504 -11.3344  0.5192
O6 -12.7655 9.4467 -12.5411  -0.6298
N11 -12.9721 8.6566 -10.4982  0.5107
N12 -12.3115 10.6565 -10.8646  -0.4195
H21 -13.0941 8.8207 -9.5092  0.1658
H22 -13.1970 7.7698 -10.9262  -0.7380
H23 -12.1793 10.7358 -9.8664  0.1317
H24 -12.1302 11.3641 -11.5621  0.2921
C7 -16.8312 1.5538 -10.1934  0.6046
O7 -16.0285 1.2345 -9.2829  -0.7359
N13 -17.9344 0.9238 -10.4440  -0.3724
N14 -16.5899 2.6016 -10.9234  0.1549
H25 -18.2046 0.0963 -9.9318  0.2563
H26 -18.6065 1.3802 -11.0440  0.1777
H27 -15.7577 3.1172 -10.6752  -0.3286
H28 -17.1021 2.8035 -11.7702  0.2089
C8 -16.2115 10.1643 -15.2126  0.5058
O8 -17.4117 10.1040 -15.0346  -0.7533
N15 -15.4922 9.1756 -14.6460  -0.2549
N16 -15.6083 11.1253 -15.8328  -0.3846
H29 -15.8366 8.8173 -13.7668  -0.0536
H30 -14.5022 9.0304 -14.7836  0.0033
H31 -14.6120 11.1867 -15.6784  0.2108
H32 -16.0563 11.5850 -16.6126  0.2659
C9 -17.9565 6.5903 -15.8857  0.7736
O9 -18.5293 5.6214 -16.2259  -0.7256
N17 -18.5168 7.7388 -16.0394  -0.3524
N18 -16.7636 6.6679 -15.5329  0.2580
H33 -18.1855 8.4774 -15.4354  0.2348
H34 -19.5008 7.6701 -16.2566  0.2295
H35 -16.3411 5.7830 -15.2909  -0.1216
H36 -16.3285 7.5272 -15.2292  0.1376
C10 -11.8134 3.1424 -7.1475  -0.4460
C11 -11.2524 3.0508 -8.5094  0.6251
O10 -9.8637 2.9051 -8.3315  -0.5466
O11 -11.5457 1.8753 -6.5475  -0.5776
H37 -12.8849 3.3411 -7.1267  0.0823
H38 -11.3184 3.8741 -6.5090  0.4908
H39 -11.4560 3.9719 -9.0554  -0.6099
H40 -11.7401 2.2847 -9.1122  0.1771
H41 -9.7251 2.5182 -7.4639  0.3976
H42 -11.6622 1.8252 -5.5959  0.3108
C12 -18.1136 9.0751 -9.5816  -0.2599
C13 -16.8053 9.2367 -10.4364  -0.0891
O12 -16.8800 8.2350 -11.3716  0.0036
O13 -19.1824 9.3327 -10.5155  -0.6112
H43 -18.2017 9.6849 -8.6824  0.4370
H44 -18.1523 8.0538 -9.2028  -0.0063
H45 -15.9390 9.0478 -9.8024  -0.0202
H46 -16.5754 10.2119 -10.8655  0.2378
H47 -16.0082 8.1449 -11.7633  -0.3759
H48 -18.9011 9.0439 -11.3868  0.3143
C14 -11.4638 6.7042 -7.9801  -0.6189
C15 -10.4220 6.8884 -9.1167  0.2833
O14 -9.0953 6.7545 -8.6193  -0.6054
O15 -12.7567 6.5258 -8.5326  -0.0994
H49 -11.5204 7.5965 -7.3566  0.5847
H50 -11.1966 5.8712 -7.3299  0.0819
H51 -10.6918 7.7775 -9.6867  0.2581
H52 -10.3864 6.0393 -9.7991  -0.2328
H53 -8.4163 6.9167 -9.2782  0.3302
H54 -13.4126 6.8066 -7.8904  0.1219
C16 -16.2634 4.2390 -6.8626  -0.2770
C17 -15.4200 5.3010 -6.2037  -0.4303
O16 -15.2874 6.4625 -7.0258  -0.5085
O17 -17.3687 4.7444 -7.6265  -0.4273
H55 -16.6744 3.5848 -6.0937  0.5238
H56 -15.6241 3.7355 -7.5877  -0.0669
H57 -14.4817 4.8867 -5.8349  0.4045
H58 -15.9460 5.6143 -5.3019  0.2764
H59 -16.0823 6.6997 -7.5090  0.2363
H60 -18.1072 4.7454 -7.0131  0.2473
C18 -12.8606 7.0775 -15.4939  -0.3142
C19 -12.0030 6.2635 -16.4832  -0.3172
O18 -10.6579 6.3573 -16.0713  -0.5558
O19 -12.5955 8.4640 -15.4008  -0.6378
H61 -12.8759 6.6890 -14.4757  0.2770
H62 -13.8892 6.9951 -15.8450  0.1062
H63 -12.0978 6.6829 -17.4848  0.3368
H64 -12.4997 5.2963 -16.4068  0.1373
H65 -10.5957 7.2706 -15.7820  0.3376
H66 -11.8865 8.5978 -14.7676  0.4021